Entry from the OMol25 dataset: 2 unconnected molecules or ions with the total composition C4H8O2 at a distorted geometry (ωB97M-V with the def2-TZVPD basis set).

```
! wB97M-V def2-TZVPD RIJCOSX def2/J DEFGRID3
* xyz 0 1
C -1.72 -1.44 -1.70
C -0.87 -0.40 -1.55
C -0.23 -0.02 -0.29
C 0.01 1.27 -0.07
O 0.59 1.64 1.17
H -1.83 -1.85 -2.69
H -2.23 -1.94 -0.88
H -0.81 0.33 -2.36
H -0.10 -0.75 0.51
H -0.23 2.14 -0.67
H -0.16 1.59 1.79
O 2.47 -0.55 2.39
H 3.31 -0.07 2.23
H 1.80 0.06 2.13
*
```

The calculation puts the frontier orbital gap at 9.5 eV. The energy relative to the best compared isomer or geometry (same formula, charge and spin) comes out at 2.690 eV. Its structure (SMILES) is C=C/C=C/O.O.

For each atom in turn, the Mulliken charge in e is: number 1, C, carries -0.689; number 2, C, carries -0.326; number 3, C, carries 0.055; number 4, C, carries -0.367; number 5, O, carries -0.537; number 6, H, carries 0.247; number 7, H, carries 0.276; number 8, H, carries 0.286; number 9, H, carries 0.328; number 10, H, carries 0.370; number 11, H, carries 0.334; number 12, O, carries -0.654; number 13, H, carries 0.314; number 14, H, carries 0.363

***

Entry from the OMol25 dataset: 12 unconnected molecules or ions with the total composition C48H120O24 at a distorted geometry (ωB97M-V with the def2-TZVPD basis set).

```
! wB97M-V def2-TZVPD RIJCOSX def2/J DEFGRID3
* xyz 0 1
C 1.59 2.12 -4.19
O 1.33 2.15 -5.60
C 0.66 1.01 -6.10
C 0.58 1.17 -7.62
O 0.08 -0.04 -8.12
C 0.67 -0.35 -9.37
H 2.02 1.14 -3.99
H 0.72 2.14 -3.53
H 2.24 2.94 -3.91
H -0.38 0.87 -5.79
H 1.10 0.06 -5.78
H 1.56 1.42 -8.02
H -0.05 2.03 -7.88
H 0.46 -1.38 -9.67
H 1.76 -0.27 -9.33
H 0.27 0.18 -10.23
C -0.23 -5.95 -7.09
O -0.47 -5.22 -5.90
C -0.22 -3.82 -5.99
C -0.93 -3.02 -4.88
O -2.33 -2.66 -5.07
C -2.95 -1.97 -3.99
H -1.07 -5.68 -7.73
H -0.36 -6.99 -6.80
H 0.60 -5.73 -7.76
H -0.44 -3.44 -6.99
H 0.83 -3.63 -5.77
H -0.38 -2.17 -4.48
H -0.99 -3.62 -3.98
H -2.40 -1.17 -3.51
H -3.28 -2.74 -3.30
H -3.81 -1.53 -4.51
C -1.63 -3.91 0.33
O -1.86 -4.93 -0.62
C -3.24 -4.90 -1.15
C -3.46 -5.74 -2.39
O -4.47 -6.73 -2.08
C -4.68 -7.64 -3.22
H -1.79 -2.92 -0.11
H -0.57 -3.89 0.57
H -2.32 -3.82 1.16
H -3.47 -3.86 -1.36
H -4.01 -5.18 -0.43
H -2.51 -6.18 -2.67
H -4.00 -5.20 -3.17
H -5.27 -8.43 -2.76
H -3.78 -8.03 -3.72
H -5.29 -7.17 -3.99
C -8.90 -4.80 1.39
O -7.63 -4.15 1.50
C -7.64 -2.82 1.13
C -6.26 -2.25 0.70
O -6.39 -1.09 -0.20
C -5.13 -0.62 -0.73
H -9.50 -4.63 0.50
H -9.44 -4.50 2.29
H -8.61 -5.85 1.47
H -8.07 -2.13 1.85
H -8.26 -2.64 0.25
H -5.76 -3.11 0.26
H -5.66 -2.07 1.59
H -5.17 -0.13 -1.70
H -4.47 -1.48 -0.89
H -4.71 0.09 -0.01
C -2.12 2.85 1.16
O -1.94 3.34 2.47
C -2.31 4.69 2.61
C -2.11 5.26 4.02
O -0.79 5.23 4.46
C -0.58 5.86 5.65
H -3.19 2.91 0.96
H -1.87 1.79 1.11
H -1.52 3.33 0.38
H -3.28 4.66 2.12
H -1.74 5.25 1.86
H -2.81 4.85 4.74
H -2.42 6.30 3.94
H -0.69 6.94 5.52
H 0.38 5.56 6.08
H -1.37 5.52 6.32
C 3.93 3.91 6.08
O 2.86 3.81 5.17
C 3.02 2.83 4.14
C 4.19 3.09 3.13
O 5.48 2.77 3.55
C 6.00 1.48 3.31
H 4.05 2.91 6.50
H 3.60 4.70 6.76
H 4.84 4.21 5.55
H 2.04 2.81 3.66
H 3.29 1.88 4.60
H 4.21 4.14 2.84
H 3.91 2.51 2.25
H 5.47 0.59 3.64
H 6.95 1.41 3.84
H 6.43 1.34 2.32
C -1.60 -1.19 4.56
O -2.00 -1.67 5.83
C -1.95 -0.62 6.86
C -0.49 -0.17 7.28
O 0.41 0.31 6.25
C -0.02 1.64 5.87
H -2.03 -0.23 4.25
H -2.01 -1.91 3.85
H -0.56 -1.08 4.27
H -2.52 -1.12 7.64
H -2.56 0.25 6.62
H -0.18 -1.10 7.75
H -0.63 0.49 8.14
H -0.14 2.41 6.63
H -1.06 1.56 5.54
H 0.59 2.12 5.11
C 4.40 3.41 -1.07
O 3.30 3.05 -0.28
C 1.98 3.25 -0.83
C 1.56 4.62 -1.42
O 1.83 5.79 -0.60
C 1.35 5.76 0.71
H 4.44 2.58 -1.78
H 5.20 3.34 -0.33
H 4.43 4.46 -1.34
H 1.25 2.98 -0.07
H 1.78 2.44 -1.54
H 0.52 4.49 -1.70
H 2.02 4.91 -2.37
H 1.81 6.64 1.16
H 1.69 4.94 1.34
H 0.26 5.73 0.67
C 7.18 -2.68 0.81
O 5.81 -2.55 0.55
C 5.39 -2.22 -0.75
C 5.64 -3.33 -1.80
O 4.96 -3.27 -3.05
C 3.62 -3.62 -2.88
H 7.68 -1.72 0.68
H 7.59 -3.33 0.04
H 7.48 -3.17 1.74
H 5.90 -1.32 -1.09
H 4.34 -1.90 -0.77
H 5.40 -4.29 -1.34
H 6.72 -3.32 -1.94
H 2.92 -2.81 -2.70
H 3.43 -4.27 -2.02
H 3.19 -4.11 -3.75
C -2.76 3.80 -5.85
O -2.90 3.49 -4.46
C -2.24 4.34 -3.58
C -3.00 4.67 -2.25
O -3.76 3.48 -1.90
C -5.05 3.67 -1.40
H -1.77 3.97 -6.28
H -3.37 4.60 -6.26
H -3.11 2.92 -6.39
H -2.02 5.31 -4.01
H -1.28 4.00 -3.20
H -3.62 5.54 -2.48
H -2.41 4.89 -1.36
H -5.60 4.44 -1.93
H -4.86 3.96 -0.36
H -5.45 2.67 -1.60
C -1.24 0.52 -1.74
O 0.00 -0.19 -2.08
C 0.51 -1.09 -1.09
C 1.35 -0.40 -0.08
O 0.50 0.36 0.82
C 1.08 0.72 2.11
H -1.13 1.12 -0.84
H -2.03 -0.17 -1.44
H -1.63 1.16 -2.53
H 1.10 -1.83 -1.65
H -0.33 -1.49 -0.51
H 2.07 0.26 -0.56
H 1.84 -1.12 0.58
H 2.01 1.27 1.98
H 1.14 -0.06 2.87
H 0.25 1.32 2.48
C 5.89 -1.67 6.50
O 5.02 -1.94 5.42
C 3.70 -1.67 5.81
C 2.67 -2.19 4.76
O 2.66 -1.44 3.45
C 3.69 -1.88 2.57
H 5.86 -0.63 6.80
H 6.90 -2.03 6.30
H 5.54 -2.29 7.33
H 3.52 -0.66 6.17
H 3.54 -2.27 6.70
H 1.67 -2.27 5.19
H 2.80 -3.27 4.64
H 3.76 -1.14 1.77
H 3.35 -2.83 2.15
H 4.68 -2.01 3.01
*
```

The calculation puts the frontier orbital gap at 9.7 eV. The energy relative to the best compared isomer or geometry (same formula, charge and spin) comes out at 6.277 eV. Its structure (SMILES) is COCCOC.COCCOC.COCCOC.COCCOC.COCCOC.COCCOC.COCCOC.COCCOC.COCCOC.COCCOC.COCCOC.COCCOC.

Atom charges from the Mulliken analysis, given in e for atoms 1 to 99: number 1, C, carries -0.259; number 2, O, carries -0.462; number 3, C, carries -0.135; number 4, C, carries -0.622; number 5, O, carries -0.203; number 6, C, carries -0.829; number 7, H, carries 0.387; number 8, H, carries -0.080; number 9, H, carries 0.236; number 10, H, carries 0.191; number 11, H, carries 0.232; number 12, H, carries 0.391; number 13, H, carries 0.199; number 14, H, carries 0.256; number 15, H, carries 0.386; number 16, H, carries 0.299; number 17, C, carries -0.868; number 18, O, carries -0.320; number 19, C, carries -0.727; number 20, C, carries 0.425; number 21, O, carries -0.506; number 22, C, carries 0.023; number 23, H, carries 0.364; number 24, H, carries 0.251; number 25, H, carries 0.334; number 26, H, carries 0.415; number 27, H, carries 0.263; number 28, H, carries -0.073; number 29, H, carries 0.207; number 30, H, carries -0.029; number 31, H, carries -0.053; number 32, H, carries 0.345; number 33, C, carries -0.221; number 34, O, carries -0.511; number 35, C, carries 0.699; number 36, C, carries -0.590; number 37, O, carries -0.382; number 38, C, carries -0.770; number 39, H, carries -0.186; number 40, H, carries 0.333; number 41, H, carries 0.415; number 42, H, carries -0.696; number 43, H, carries 0.441; number 44, H, carries 0.338; number 45, H, carries 0.285; number 46, H, carries 0.261; number 47, H, carries 0.291; number 48, H, carries 0.325; number 49, C, carries -0.726; number 50, O, carries -0.293; number 51, C, carries -0.729; number 52, C, carries 0.131; number 53, O, carries -0.450; number 54, C, carries 0.064; number 55, H, carries 0.323; number 56, H, carries 0.302; number 57, H, carries 0.235; number 58, H, carries 0.351; number 59, H, carries 0.349; number 60, H, carries -0.019; number 61, H, carries 0.253; number 62, H, carries 0.292; number 63, H, carries -0.249; number 64, H, carries 0.183; number 65, C, carries -0.150; number 66, O, carries -0.338; number 67, C, carries -0.282; number 68, C, carries -0.917; number 69, O, carries -0.023; number 70, C, carries -0.873; number 71, H, carries 0.568; number 72, H, carries -0.058; number 73, H, carries -0.098; number 74, H, carries 0.417; number 75, H, carries 0.110; number 76, H, carries 0.409; number 77, H, carries 0.401; number 78, H, carries 0.317; number 79, H, carries 0.116; number 80, H, carries 0.384; number 81, C, carries -0.785; number 82, O, carries -0.298; number 83, C, carries 0.768; number 84, C, carries -0.580; number 85, O, carries -0.470; number 86, C, carries -0.668; number 87, H, carries 0.275; number 88, H, carries 0.225; number 89, H, carries 0.268; number 90, H, carries -0.224; number 91, H, carries -0.008; number 92, H, carries 0.395; number 93, H, carries 0.236; number 94, H, carries 0.142; number 95, H, carries 0.374; number 96, H, carries 0.325; number 97, C, carries -0.426; number 98, O, carries -0.466; number 99, C, carries -0.643

***

Entry from the OMol25 dataset: C5H6BrNO in the gas phase at a distorted geometry (ωB97M-V with the def2-TZVPD basis set).

```
! wB97M-V def2-TZVPD RIJCOSX def2/J DEFGRID3
* xyz 0 1
C -3.40 -0.57 0.24
C -1.01 -0.56 0.47
C -0.14 0.10 -0.69
C 0.19 1.98 0.51
C -2.26 -1.18 -0.04
N -4.19 0.10 0.78
O 0.72 0.97 -0.09
Br -2.45 -2.34 -1.58
H -0.35 -1.26 1.10
H -1.40 0.20 1.13
H 0.50 -0.56 -1.18
H -0.79 0.72 -1.39
H -0.66 2.53 0.01
H 0.90 2.52 1.01
*
```

The calculation puts the frontier orbital gap (spin up / spin down) at 9.2 / 6.0 eV. The energy relative to the best compared isomer or geometry (same formula, charge and spin) comes out at 4.528 eV.

For each atom in turn, the Mulliken charge in e is: number 1, C, carries 0.468; number 2, C, carries -0.235; number 3, C, carries -0.475; number 4, C, carries -0.538; number 5, C, carries -0.309; number 6, N, carries -0.402; number 7, O, carries -0.357; number 8, Br, carries -0.103; number 9, H, carries 0.255; number 10, H, carries 0.417; number 11, H, carries 0.349; number 12, H, carries 0.339; number 13, H, carries 0.254; number 14, H, carries 0.338

***

Entry from the OMol25 dataset: a molecular structure, C13H23N2O3PZn at a distorted geometry (ωB97M-V with the def2-TZVPD basis set).

```
! wB97M-V def2-TZVPD RIJCOSX def2/J DEFGRID3
* xyz 0 1
C -2.84 0.21 -2.90
C -2.66 -1.02 -2.25
C -1.89 -1.07 -1.05
C -1.30 0.09 -0.56
C -1.55 1.31 -1.17
C -2.32 1.39 -2.35
C -1.70 -2.40 -0.33
C -0.26 -2.91 -0.12
N 0.79 -1.85 0.09
Zn 0.09 -0.10 0.78
C -0.88 2.55 -0.58
P 0.77 1.98 0.06
H -3.07 -1.95 -2.64
H -2.48 2.37 -2.82
H -3.40 0.24 -3.83
H -1.39 2.93 0.33
H -0.73 3.39 -1.28
H -2.16 -2.35 0.68
H -2.23 -3.20 -0.86
H -0.22 -3.56 0.77
C 1.47 3.29 1.09
C 1.74 2.03 -1.47
H 0.05 -3.51 -1.00
C 1.38 -1.43 -1.21
C 1.88 -2.40 0.94
H -0.09 0.76 2.35
H 1.86 -2.30 -1.70
H 0.60 -1.02 -1.85
H 2.13 -0.65 -1.01
H 2.44 -3.17 0.37
H 2.57 -1.60 1.23
H 1.44 -2.86 1.84
H 1.79 3.06 -1.87
H 2.76 1.69 -1.25
H 1.32 1.38 -2.25
H 1.63 4.21 0.52
H 0.82 3.49 1.95
H 2.44 2.93 1.47
H 0.85 0.13 3.35
O -0.05 -1.06 5.55
N 0.30 -0.02 5.11
O -0.06 1.13 5.21
O 0.13 -0.14 2.70
*
```

The calculation puts the frontier orbital gap at 5.3 eV.

For each atom in turn, the Mulliken charge in e is: number 1, C, carries -0.712; number 2, C, carries -0.888; number 3, C, carries 1.240; number 4, C, carries 0.193; number 5, C, carries 1.492; number 6, C, carries -0.823; number 7, C, carries -1.067; number 8, C, carries -0.553; number 9, N, carries 0.535; number 10, Zn, carries -1.700; number 11, C, carries -1.236; number 12, P, carries 0.851; number 13, H, carries 0.353; number 14, H, carries 0.391; number 15, H, carries 0.369; number 16, H, carries 0.437; number 17, H, carries 0.460; number 18, H, carries 0.403; number 19, H, carries 0.402; number 20, H, carries 0.327; number 21, C, carries -1.194; number 22, C, carries -1.494; number 23, H, carries 0.320; number 24, C, carries -1.136; number 25, C, carries -1.055; number 26, H, carries 0.339; number 27, H, carries 0.403; number 28, H, carries 0.369; number 29, H, carries 0.338; number 30, H, carries 0.370; number 31, H, carries 0.268; number 32, H, carries 0.378; number 33, H, carries 0.420; number 34, H, carries 0.396; number 35, H, carries 0.343; number 36, H, carries 0.400; number 37, H, carries 0.405; number 38, H, carries 0.371; number 39, H, carries 0.415; number 40, O, carries -0.500; number 41, N, carries 0.242; number 42, O, carries -0.481; number 43, O, carries -0.391